A cluster of 12 separate species, C73H176F24N5O4P7 in total, computed with the ωB97M-V functional and the def2-TZVPD basis.

Values from the calculation:
- Total charge: +4
- Kohn-Sham gap: 9.4 eV
- Relative energy (zero: lowest compared OMol25 entry of this formula, charge and spin): 0.00 kJ/mol
- Highest occupied orbital energy: -16.201 eV
- LUMO energy: -6.78 eV

Each line ends with the Löwdin charge.
Cartesian coordinates (Å):
C: -2.00545 -2.97971 -3.36673  -0.0976
C: -2.12167 -4.45600 -2.95477  -0.2410
C: -1.41071 -4.84799 -1.65763  -0.2438
C: 0.07723 -4.96736 -1.92247  -0.2684
P: 0.98286 -5.27282 -0.40747  1.0334
C: 0.06641 -6.41172 0.65896  -0.2671
C: -0.12916 -7.84032 0.10324  -0.2570
C: -1.24258 -8.62609 0.76843  -0.2654
C: -1.42812 -10.10707 0.29293  -0.0843
C: 2.57937 -6.02398 -0.71452  -0.2761
C: 3.61581 -5.19310 -1.40811  -0.2436
C: 4.93459 -5.99848 -1.50497  -0.2586
C: 6.00325 -5.24281 -2.25195  -0.0995
C: 1.07641 -3.61620 0.48790  -0.2225
C: 2.18602 -3.42433 1.50273  -0.2404
C: 2.06354 -4.24271 2.78500  -0.2329
C: 0.80213 -3.91294 3.59042  -0.0845
H: -2.76714 -2.75503 -4.13383  0.0749
H: -1.01560 -2.74556 -3.75491  0.0547
H: -2.18483 -2.30487 -2.47213  0.0805
H: -1.84252 -5.06348 -3.81248  0.1157
H: -3.19686 -4.60809 -2.70321  0.1215
H: -1.73618 -5.76832 -1.22380  0.0938
H: -1.61188 -4.01178 -0.99294  0.0882
H: 0.55254 -4.07827 -2.27382  0.0663
H: 0.23564 -5.85959 -2.59033  0.1343
H: -0.94975 -6.03930 0.82894  0.0959
H: 0.52651 -6.37631 1.63293  0.0805
H: 0.77980 -8.41758 0.17017  0.1110
H: -0.32070 -7.77145 -0.96292  0.1032
H: -2.25672 -8.15510 0.71551  0.1166
H: -1.03336 -8.59817 1.85293  0.1129
H: -2.06483 -10.65180 0.97286  0.0680
H: -0.45310 -10.66379 0.24773  0.0912
H: -1.86177 -10.06586 -0.70911  0.0729
H: 2.36037 -7.00904 -1.11947  0.1125
H: 2.92522 -6.20379 0.31155  0.1107
H: 3.84840 -4.19686 -1.02311  0.1114
H: 3.31327 -5.12441 -2.45999  0.1003
H: 4.69401 -6.90103 -2.03484  0.1092
H: 5.34051 -6.29201 -0.52703  0.1237
H: 6.97838 -5.74510 -2.29767  0.0900
H: 6.18052 -4.28454 -1.79814  0.0486
H: 5.65232 -5.11775 -3.30194  0.0776
H: 0.02930 -3.45926 0.83230  0.0922
H: 1.19751 -2.88014 -0.31336  0.0596
H: 2.18277 -2.36018 1.63706  0.0847
H: 3.09441 -3.76896 0.99797  0.0967
H: 2.92694 -4.02030 3.41030  0.0874
H: 2.16419 -5.29856 2.53552  0.0932
H: 0.96478 -4.04389 4.64513  0.0721
H: -0.06954 -4.47519 3.25889  0.0635
H: 0.67796 -2.84816 3.60635  0.0513
C: -4.15210 9.32485 -3.49517  -0.1069
C: -2.93943 8.51176 -3.42796  -0.2541
C: -3.18974 7.09321 -2.80684  -0.2182
C: -3.87323 7.16874 -1.46358  -0.2752
P: -4.30983 5.70886 -0.49616  0.9896
C: -2.97322 4.65340 0.19105  -0.2379
C: -2.38908 3.60707 -0.81915  -0.2187
C: -1.30012 2.72896 -0.09397  -0.2296
C: -0.12760 3.67365 0.20384  -0.1078
C: -5.28993 6.24757 0.90532  -0.2806
C: -6.49488 7.09686 0.49343  -0.2369
C: -7.48436 7.30335 1.69532  -0.2418
C: -8.81540 7.91605 1.26257  -0.0999
C: -5.37398 4.76682 -1.59884  -0.2700
C: -6.25000 3.62605 -1.03966  -0.2632
C: -6.75823 2.70207 -2.08375  -0.2409
C: -7.26839 1.38680 -1.37171  -0.0711
H: -4.94484 8.73921 -3.98602  0.0960
H: -4.06381 10.23716 -4.04917  0.0868
H: -4.53524 9.54251 -2.51787  0.0675
H: -2.16370 8.99730 -2.91019  0.0989
H: -2.55003 8.25411 -4.41990  0.1204
H: -2.24076 6.59154 -2.65497  0.1021
H: -3.82079 6.59932 -3.54337  0.1099
H: -4.83865 7.64983 -1.51284  0.0770
H: -3.22746 7.69851 -0.80674  0.1065
H: -3.49429 4.20081 1.06178  0.1071
H: -2.26367 5.42703 0.51395  0.0937
H: -1.84328 4.12857 -1.63645  0.0932
H: -3.25077 3.04615 -1.16814  0.0807
H: -0.99284 1.95540 -0.80407  0.0757
H: -1.63447 2.28934 0.83316  0.0874
H: 0.25619 4.16102 -0.69121  0.0701
H: 0.72663 3.14711 0.59033  0.0369
H: -0.32863 4.53326 0.89608  0.0938
H: -4.56543 6.72557 1.59963  0.1233
H: -5.60752 5.35514 1.45389  0.0996
H: -7.03628 6.58510 -0.29367  0.0962
H: -6.20462 8.08126 0.13826  0.1130
H: -7.00639 7.92742 2.46715  0.1226
H: -7.72320 6.31334 2.08240  0.1003
H: -9.28512 7.44158 0.41557  0.0710
H: -8.71016 8.95398 0.99592  0.0731
H: -9.45737 7.86829 2.15589  0.0888
H: -4.64763 4.39983 -2.33097  0.0847
H: -5.97199 5.54621 -2.10661  0.1153
H: -7.14099 4.02808 -0.54069  0.1260
H: -5.67159 3.09195 -0.29467  0.1027
H: -5.96500 2.37168 -2.77799  0.0915
H: -7.52787 3.18856 -2.70716  0.1287
H: -7.86217 0.74929 -2.00255  0.0726
H: -7.78934 1.67829 -0.47406  0.0533
H: -6.43651 0.77051 -1.06904  0.0490
C: -8.65567 0.89240 2.60655  -0.0978
C: -8.73130 -0.64080 2.68937  -0.2525
C: -7.43033 -1.37227 2.96950  -0.2531
C: -6.86427 -1.01734 4.35574  -0.2789
P: -5.17720 -1.50996 4.58483  1.0063
C: -4.06322 -1.09603 3.18701  -0.2609
C: -3.61825 -2.23601 2.28327  -0.2316
C: -2.72310 -1.71522 1.16724  -0.2570
C: -3.23812 -0.54029 0.38728  -0.1005
C: -4.62197 -0.67248 6.08955  -0.2473
C: -3.45250 -1.35749 6.85158  -0.2417
C: -2.16092 -1.52050 6.08299  -0.2739
C: -0.93738 -1.92770 6.95366  -0.0657
C: -5.22438 -3.28829 4.94598  -0.2655
C: -6.23112 -3.63244 6.02992  -0.2743
C: -6.25376 -5.11115 6.42837  -0.2638
C: -7.36236 -5.34842 7.45936  -0.1017
H: -9.38381 1.15851 1.83805  0.0743
H: -7.63675 1.20784 2.25203  0.0712
H: -8.81461 1.38182 3.57736  0.0787
H: -9.04868 -0.96371 1.71197  0.1037
H: -9.44134 -1.01143 3.42870  0.1207
H: -6.67722 -1.08525 2.22706  0.0880
H: -7.50672 -2.44017 2.73592  0.1205
H: -7.50672 -1.28246 5.22005  0.1235
H: -6.67866 0.08592 4.34098  0.1084
H: -3.18272 -0.57371 3.60167  0.0933
H: -4.59876 -0.34340 2.57758  0.0877
H: -4.50058 -2.78208 2.01934  0.1057
H: -2.99181 -2.87408 2.88516  0.1010
H: -2.47922 -2.52732 0.52497  0.0769
H: -1.77549 -1.48496 1.67100  0.1095
H: -2.62745 -0.37312 -0.54796  0.0791
H: -3.18436 0.35089 1.01048  0.0548
H: -4.30321 -0.68920 0.11394  0.0839
H: -5.49038 -0.44814 6.73729  0.1165
H: -4.28293 0.31830 5.79863  0.0985
H: -3.71473 -2.34231 7.27725  0.1168
H: -3.34159 -0.81718 7.79299  0.1248
H: -1.99703 -0.55864 5.57306  0.0859
H: -2.26205 -2.22015 5.25680  0.0834
H: -0.88123 -1.40408 7.92752  0.0929
H: 0.02937 -1.82470 6.49761  0.0462
H: -1.03157 -3.02066 7.03371  0.0839
H: -4.21013 -3.51329 5.34486  0.1030
H: -5.48545 -3.87470 4.07611  0.1012
H: -7.24595 -3.42544 5.61903  0.1198
H: -6.06312 -3.09017 6.93948  0.1039
H: -5.31879 -5.37586 6.96774  0.1137
H: -6.26659 -5.82995 5.54768  0.1352
H: -7.47992 -4.56647 8.24317  0.0951
H: -7.36008 -6.32068 7.90162  0.0687
H: -8.27509 -5.33970 6.85146  0.0773
C: 11.67429 -0.63890 3.11493  -0.0994
C: 10.19743 -1.02684 3.11160  -0.2477
C: 9.64062 -0.68245 1.75623  -0.1873
C: 8.11844 -0.66430 1.68067  -0.0846
N: 7.48321 0.43473 0.86146  -0.2647
C: 6.15040 -0.05856 0.41979  -0.1114
C: 6.46285 -0.91669 -0.80872  -0.1217
C: 7.88589 -0.49939 -1.30295  -0.1191
C: 8.17379 0.74507 -0.50507  -0.0601
C: 7.34104 1.69060 1.57409  0.0012
H: 11.98203 -0.69133 4.16654  0.0854
H: 11.80365 0.43251 2.85740  0.0835
H: 12.28549 -1.20767 2.41625  0.0825
H: 9.74651 -0.38784 3.85806  0.1154
H: 10.11671 -2.05372 3.33829  0.1068
H: 9.93235 -1.46487 1.05348  0.1265
H: 10.05399 0.27157 1.47152  0.1017
H: 7.64833 -0.60967 2.67265  0.1343
H: 7.75027 -1.55497 1.19247  0.1230
H: 5.59364 0.83004 0.20755  0.1062
H: 5.64971 -0.54671 1.28425  0.1236
H: 5.74469 -0.70377 -1.60877  0.0998
H: 6.39518 -1.96564 -0.53518  0.0998
H: 7.91178 -0.35439 -2.38184  0.1216
H: 8.60531 -1.27803 -1.02675  0.1161
H: 7.63155 1.66118 -0.89529  0.1344
H: 9.22752 0.91558 -0.27638  0.1313
H: 6.62576 1.58907 2.39450  0.1111
H: 7.09821 2.50770 0.91898  0.0872
H: 8.21860 2.02475 2.06784  0.1102
C: 3.68315 -3.40702 -5.35594  -0.0316
C: 3.81190 -1.95450 -5.63558  -0.3162
C: 4.14425 -1.56889 -7.09101  -0.2073
O: 4.27480 -0.18503 -7.15957  -0.1980
C: 4.24987 0.29278 -8.52335  -0.0546
N: 2.51236 -1.27335 -5.29880  0.2077
H: 1.65845 -1.68387 -5.72204  0.1109
H: 2.37988 -1.20682 -4.26213  0.1178
H: 2.50951 -0.29438 -5.57350  0.1300
H: 3.41770 -3.69427 -4.34757  0.0635
H: 4.63200 -3.88027 -5.63344  0.1059
H: 2.85461 -3.76397 -5.97246  0.1018
H: 4.56469 -1.50653 -4.96116  0.1597
H: 3.40136 -1.97054 -7.78398  0.1359
H: 5.18302 -2.01377 -7.31960  0.1694
H: 5.03147 -0.10389 -9.13325  0.0841
H: 4.51590 1.35081 -8.46982  0.0951
H: 3.28373 0.13157 -9.02333  0.0964
C: -3.95882 0.28277 -4.49652  -0.0309
C: -3.38939 1.55722 -5.00176  -0.2984
C: -2.16459 1.98340 -4.33700  -0.2239
O: -1.83243 3.20120 -4.89666  -0.1640
C: -0.60268 3.66090 -4.40580  -0.0727
N: -3.17796 1.47966 -6.53602  0.2715
H: -2.69050 0.64207 -6.77764  0.0755
H: -4.04321 1.35265 -7.00934  0.1606
H: -2.71218 2.31367 -6.89750  0.1712
H: -4.34083 0.25440 -3.49276  0.0787
H: -3.19203 -0.46991 -4.49542  0.0597
H: -4.83923 -0.05516 -5.08900  0.1191
H: -4.17794 2.26777 -4.90252  0.1396
H: -1.33001 1.29383 -4.49592  0.1170
H: -2.28767 2.09664 -3.22247  0.1450
H: 0.19797 3.02523 -4.73268  0.0879
H: -0.60262 3.78267 -3.31792  0.0720
H: -0.50895 4.66603 -4.80739  0.1028
C: 4.14475 2.76744 -4.44229  -0.0254
C: 4.78311 2.78305 -3.07494  -0.2991
C: 5.93760 3.80358 -2.92774  -0.2066
O: 7.10630 3.05143 -3.10593  -0.1923
C: 8.23213 3.94637 -2.71102  -0.0407
N: 3.69540 3.10743 -2.08299  0.2046
H: 2.90436 2.42187 -2.09230  0.1114
H: 4.03953 3.10885 -1.12634  0.0867
H: 3.32781 4.06729 -2.20836  0.1716
H: 3.45005 1.92592 -4.52945  0.0716
H: 4.98786 2.55588 -5.13364  0.1136
H: 3.71276 3.74196 -4.67099  0.0970
H: 5.05559 1.76546 -2.80615  0.1390
H: 5.91392 4.39252 -2.00803  0.1178
H: 5.90241 4.49910 -3.77363  0.1361
H: 8.05884 4.92973 -3.17985  0.0986
H: 9.18461 3.54205 -3.06921  0.0958
H: 8.33246 4.08209 -1.62209  0.0889
C: 0.71231 0.67185 2.57211  -0.0183
C: 1.30057 1.61539 3.61030  -0.3324
C: 0.97695 1.11375 5.02847  -0.1693
O: 1.74399 1.91947 5.92034  -0.1935
C: 2.11911 1.35698 7.15281  -0.0723
N: 2.73139 1.65414 3.44742  0.2019
H: 3.05160 1.95488 2.49765  0.1299
H: 3.24195 2.27644 4.09104  0.1758
H: 3.13069 0.69494 3.61158  0.1154
H: 1.32711 -0.25836 2.54575  0.0819
H: 0.59041 1.08849 1.56849  0.0601
H: -0.30754 0.53610 2.94834  0.0777
H: 0.95019 2.64134 3.54654  0.1544
H: 1.32434 0.05427 5.16751  0.1245
H: -0.08175 1.14024 5.29705  0.1234
H: 2.80411 2.07493 7.60358  0.1063
H: 2.55526 0.36758 6.99063  0.0820
H: 1.25131 1.23127 7.77736  0.0817
P: 1.42016 -0.12555 -1.85802  0.2390
F: 1.36306 -1.72646 -2.15371  -0.1612
F: 2.94716 -0.14549 -2.40604  -0.1586
F: 0.89184 0.13707 -3.32812  -0.1329
F: 1.52726 1.56284 -1.52725  -0.2138
F: -0.09233 -0.10756 -1.30505  -0.1472
F: 1.97140 -0.26315 -0.33392  -0.1494
P: 4.59462 -1.52839 4.25401  0.2305
F: 4.21373 -2.84162 5.08309  -0.1152
F: 4.38782 -0.72696 5.61548  -0.1287
F: 6.13369 -1.65817 4.50170  -0.1026
F: 4.84198 -0.05773 3.46911  -0.2154
F: 4.85583 -2.24004 2.80257  -0.1608
F: 2.93147 -1.28311 3.89026  -0.2196
P: 4.12174 4.39753 1.31908  0.2091
F: 4.21157 5.96520 1.81976  -0.1422
F: 4.92531 3.94558 2.59042  -0.0998
F: 2.73842 4.32327 2.11608  -0.1490
F: 3.85635 2.74023 0.82516  -0.2447
F: 3.24561 4.81353 0.05799  -0.1512
F: 5.43639 4.45642 0.35226  -0.1529
P: -0.41244 -0.77191 -7.23052  0.1961
F: -0.77663 -1.55994 -8.53470  -0.0763
F: -0.03237 -2.08637 -6.31592  -0.1722
F: 1.07583 -0.64953 -7.68707  -0.0991
F: -0.08971 0.09792 -5.85108  -0.1957
F: -0.80071 0.64020 -7.89175  -0.1309
F: -2.02350 -1.00316 -6.74153  -0.1983